# 1
DFT (ωB97M-V/def2-TZVPD) results for a 6-piece molecular cluster, C28H58BBrNO13PS5 overall.

Each line ends with the Mulliken charge.
Positions of all 108 atoms, in Å:
Br -5.076 1.866 -0.387  -0.31
S 3.425 0.295 7.311  1.32
S 1.623 -1.589 3.610  1.14
S -2.226 7.853 0.712  1.17
S -0.654 -1.424 -3.907  1.20
S 1.489 -5.462 -8.347  1.21
P -4.232 -0.232 -0.465  0.44
O -1.991 3.995 -1.143  -0.57
O 0.847 -0.957 4.653  -0.68
O 1.067 -1.759 2.289  -0.68
O 3.623 1.379 6.383  -0.75
O 0.432 -5.551 -7.370  -0.66
O -1.930 -1.733 -3.306  -0.68
O -1.413 3.548 0.998  -0.37
O 2.753 -4.858 -8.013  -0.67
O -5.595 -1.167 -0.593  -0.51
O 4.077 -0.977 7.088  -0.74
O -2.000 7.101 1.924  -0.69
O -0.067 -0.114 -3.777  -0.67
O -3.564 8.108 0.247  -0.71
N -1.671 -2.561 -0.348  -0.43
C -1.239 7.133 -0.604  -0.32
C 1.792 -7.083 -9.063  -0.71
C 0.873 -3.470 -4.670  -0.66
C 0.052 9.065 0.250  -0.58
C -1.322 9.395 0.824  -0.74
C -2.815 1.583 2.486  0.73
C -0.693 -1.868 -5.639  -0.88
C 1.556 -0.194 9.077  -0.73
C 3.798 0.844 8.983  -0.77
C -0.209 8.202 -0.993  -0.74
C 3.229 -0.800 3.476  -0.78
C -2.623 4.040 1.599  -0.29
C -1.487 3.247 -0.327  0.97
C 1.678 0.020 7.571  -0.42
C 0.650 -2.552 -5.876  0.11
C -0.864 1.928 -0.702  -0.74
C -3.285 3.044 2.569  -1.12
C 1.313 -7.002 -10.518  -0.60
C -1.699 -1.778 0.884  0.80
C 3.664 -3.228 3.708  -0.72
C 0.865 -4.698 -9.841  -0.69
C 2.219 -3.173 4.189  -0.72
C 0.556 -2.655 -3.407  -0.64
C 2.458 0.862 9.730  -0.63
C 4.244 -1.833 3.982  -0.18
C 1.457 -5.540 -10.967  -0.65
C -3.982 0.542 2.503  -1.03
C -3.053 -1.890 1.667  -0.76
B -3.767 -0.536 1.391  0.02
H -2.843 -2.023 2.726  0.27
H -3.136 3.383 3.591  0.29
H 4.376 -1.693 5.056  -0.02
H 0.610 9.969 0.009  0.36
H -0.610 8.828 -1.793  0.31
H 3.694 -3.446 2.638  0.34
H 0.265 -7.300 -10.578  0.30
H -1.697 -1.936 -1.141  0.09
H 1.586 -3.961 3.788  0.42
H -0.222 -4.770 -9.816  0.38
H -1.536 -0.726 0.628  -0.62
H 4.221 -4.008 4.226  0.38
H 4.262 1.824 8.928  0.35
H 1.428 -2.120 -3.036  0.42
H -1.667 1.192 -0.694  -0.19
H -0.409 1.998 -1.680  0.44
H 2.603 0.671 10.792  0.34
H 5.211 -1.700 3.499  0.38
H 0.651 -3.116 -6.805  -0.32
H -2.356 4.939 2.143  0.32
H 1.445 -1.805 -5.928  0.30
H 1.158 0.921 7.248  0.38
H -3.626 -2.752 1.327  0.38
H 1.883 -7.677 -11.154  0.32
H 1.890 -3.856 -4.642  0.39
H -1.301 9.723 1.860  0.39
H -3.335 4.354 0.841  0.41
H 0.522 -0.103 9.406  0.40
H 0.201 -4.327 -4.740  0.29
H 1.172 -3.655 -9.862  0.42
H 2.512 -5.294 -11.099  0.31
H 0.632 8.496 0.980  0.29
H 4.495 0.128 9.413  0.35
H 1.249 -7.824 -8.483  0.35
H -6.142 -0.762 -1.272  0.31
H -2.200 1.364 3.354  0.43
H -1.900 6.862 -1.422  0.47
H -0.147 1.633 0.059  0.34
H -0.845 -0.971 -6.234  0.45
H -1.522 -2.560 -5.780  0.32
H 2.165 -3.162 5.277  0.36
H 1.356 -0.824 6.969  0.20
H -4.353 3.071 2.374  0.36
H -2.470 -3.173 -0.409  0.29
H 0.126 -3.257 -2.611  0.37
H -0.924 -2.072 1.576  0.12
H -1.847 10.125 0.209  0.34
H 0.705 7.742 -1.364  0.34
H 3.223 0.106 4.079  0.34
H -4.942 1.032 2.345  0.42
H 2.862 -7.272 -8.995  0.35
H 1.906 -1.195 9.339  0.31
H 0.948 -5.354 -11.911  0.35
H 1.996 1.846 9.633  0.30
H -0.770 6.237 -0.206  0.03
H -4.014 0.027 3.462  0.23
H -2.201 1.406 1.610  -0.58
H 3.381 -0.547 2.428  0.42

Calculated values
strongest force on any atom	1.3	eV/A
HOMO energy	-7.72	eV
charge	0
structure (SMILES)	CC(=O)OCCCCB(CCN)P(O)Br.O=S1(=O)CCCC1.O=S1(=O)CCCC1.O=S1(=O)CCCC1.O=S1(=O)CCCC1.O=S1(=O)CCCC1

---

# 2
DFT (ωB97M-V/def2-TZVPD) results for a 3-piece molecular cluster, C28H58BN3O12 overall.

Each line ends with the Mulliken charge.
Positions of all 102 atoms, in Å:
O 3.334 -0.871 2.447  -0.52
O 1.564 0.401 3.371  -0.41
O -1.709 0.771 3.365  -0.28
O -0.153 3.109 -2.244  -0.45
O -7.086 5.552 -4.637  -0.45
O -2.867 4.231 -3.797  -0.27
O 3.714 0.150 4.752  -0.58
O 1.971 -6.746 7.024  -0.32
O -0.772 -1.069 3.505  -0.10
O 2.297 2.169 0.558  -0.62
O 0.503 -5.331 3.012  -0.40
O 0.611 2.266 -4.481  -0.32
N -4.846 6.064 -2.428  -0.33
N -0.338 -5.039 6.073  -0.29
N -1.775 -0.364 2.896  0.07
C 2.030 4.125 -3.210  -0.95
C -7.208 5.393 -3.224  -0.46
C -0.415 -6.419 6.559  -0.18
C -2.206 5.310 -4.439  -0.82
C 2.610 -2.322 -2.463  -0.54
C -1.104 -4.784 4.848  -0.53
C 3.045 -1.185 -1.327  0.01
C 2.769 -5.614 7.337  -0.66
C 1.111 -0.170 2.062  -0.03
C 2.532 -0.392 1.275  1.22
C 1.606 -5.939 3.663  -0.51
C 2.947 -0.067 3.653  0.56
C -0.027 -1.395 -4.027  -0.73
C 4.833 1.425 1.048  -0.37
C -0.767 -5.621 3.595  -0.60
C -3.001 4.399 -2.379  -0.80
C 0.705 3.106 -3.277  0.64
C 5.107 2.908 0.343  -0.78
C 1.377 -1.623 -4.841  -0.62
C 2.709 -1.630 0.215  -1.07
C -0.501 1.304 -4.409  -0.16
C -4.455 4.720 -1.993  -0.17
C -6.291 6.316 -2.393  -0.70
C -5.971 4.893 -5.214  -0.46
C 0.154 -1.458 2.418  -0.47
C 0.665 -6.710 7.616  -0.78
C 2.733 -1.580 -3.919  -0.59
C -0.198 0.078 -3.329  0.31
B 3.230 1.066 0.977  0.06
H -0.883 -6.699 3.759  0.39
H -1.183 0.014 -2.658  0.31
H -2.736 3.433 -1.932  0.32
H -1.506 -5.359 2.830  0.38
H 1.397 -2.603 -5.501  0.34
H 1.469 -0.710 -5.606  0.19
H 5.229 1.476 2.148  0.36
H -5.087 3.953 -2.448  0.15
H 4.230 -1.085 -1.405  0.24
H -0.271 -2.203 -3.215  0.32
H 0.872 -2.346 2.697  0.26
H 2.982 3.452 -3.022  0.23
H -6.435 7.341 -2.755  0.36
H 2.416 -6.043 2.937  0.33
H 1.366 -6.933 4.053  0.30
H -4.564 4.649 -0.905  0.42
H 1.578 -2.828 -2.245  0.25
H 3.654 -2.255 0.591  0.25
H -5.104 5.553 -5.198  0.12
H 3.425 -3.181 -2.408  0.34
H 0.637 -4.802 5.890  0.03
H 3.805 -5.842 7.063  0.23
H 6.196 3.303 0.523  0.32
H 2.460 -4.742 6.757  0.26
H 0.666 0.390 -2.603  -0.41
H -2.867 6.174 -4.538  0.37
H 0.611 -6.009 8.455  0.39
H 2.145 4.736 -4.213  0.33
H -2.303 5.143 -1.984  0.39
H -5.746 3.941 -4.721  0.26
H 3.574 -2.167 -4.528  0.37
H -0.943 -3.729 4.597  0.22
H -6.199 4.689 -6.263  0.35
H 2.739 -5.380 8.405  0.33
H 3.166 -0.493 -3.748  0.29
H 2.554 -0.183 -1.677  -0.03
H 1.944 2.648 1.372  0.28
H -1.404 -6.591 6.998  0.40
H -0.274 -7.137 5.747  0.14
H -1.929 4.988 -5.448  0.21
H 4.369 3.743 0.769  0.19
H -8.240 5.673 -2.986  0.35
H 1.971 -5.287 4.458  0.09
H 0.444 0.530 1.397  0.43
H -0.898 -1.479 -4.839  0.36
H -0.399 -1.755 1.410  0.32
H 0.486 -7.715 8.017  0.39
H -0.696 0.896 -5.512  0.36
H -2.170 -4.894 5.075  0.42
H -7.117 4.337 -2.942  0.33
H 5.392 0.605 0.385  0.20
H 1.946 4.911 -2.346  0.28
H -1.509 1.874 -4.121  -0.07
H -6.622 6.301 -1.349  0.39
H 1.791 -2.366 0.321  0.27
H 4.923 2.825 -0.831  0.16
H -4.524 6.213 -3.384  0.09
H -1.294 5.600 -3.908  0.30

Calculated values
strongest force on any atom	10.0	eV/A
HOMO energy	-8.56	eV
charge	0
structure (SMILES)	CCB(O)[C@@]1(CCCCCCCCOC(C)=O)OC(=O)O[C@@H]1CON=O.COCCNCCOC.COCCNCCOC

---

# 3
DFT (ωB97M-V/def2-TZVPD) results for a 11-piece molecular cluster, C28H58F30N9O12P4S6 overall.

Each line ends with the Mulliken spin population.
Positions of all 147 atoms, in Å:
S 6.521 -10.854 -6.184  0.00
S 7.274 -10.249 -8.226  0.00
S 10.268 -11.219 -3.962  -0.03
S 11.387 -9.011 -7.807  0.00
S 10.818 -9.158 -3.313  -0.08
S 11.251 -6.880 -6.945  0.00
P 10.405 -17.760 -3.783  0.00
P 13.470 -15.826 -12.574  0.00
P 5.785 -16.691 -10.450  0.00
P 16.169 -15.714 -7.445  0.00
F 10.487 -18.404 -5.263  0.00
F 6.276 -15.261 -10.971  0.00
F 17.386 -14.663 -7.152  0.00
F 15.109 -14.414 -7.094  0.00
F 6.361 -10.128 -4.746  0.00
F 4.203 -16.240 -10.378  0.00
F 15.943 -16.127 -5.854  0.00
F 9.626 -11.730 -5.322  -0.01
F 8.814 -18.013 -3.450  0.00
F 12.044 -16.283 -13.304  0.00
F 10.370 -7.657 -3.741  0.00
F 11.892 -17.244 -4.065  0.00
F 10.180 -5.681 -6.905  0.00
F 16.074 -15.313 -9.037  0.00
F 7.379 -17.108 -10.412  0.00
F 14.870 -16.624 -7.817  0.00
F 10.485 -10.349 -7.622  0.00
F 9.974 -16.370 -4.629  0.00
F 17.077 -17.068 -7.721  0.00
F 12.745 -14.409 -12.009  0.00
F 13.979 -15.089 -13.964  0.00
F 12.875 -16.569 -11.261  0.00
F 11.017 -19.050 -3.015  0.00
F 8.417 -9.226 -8.797  0.00
F 5.559 -17.318 -11.956  0.00
F 5.940 -16.029 -8.971  0.00
F 14.115 -17.262 -13.096  0.00
F 5.386 -18.160 -9.792  0.00
F 14.877 -15.512 -11.834  0.00
F 10.484 -16.887 -2.366  0.00
O 12.512 -9.463 -7.018  0.00
O 6.270 -9.475 -9.003  0.00
O 7.041 -12.188 -5.855  0.00
O 7.724 -11.495 -8.697  0.00
O 11.665 -8.963 -9.272  0.00
O 12.258 -9.167 -3.578  0.19
O 10.428 -9.170 -1.921  0.17
O 12.016 -6.676 -5.725  0.00
O 11.915 -6.426 -8.214  0.00
O 9.555 -11.830 -2.817  0.07
O 5.174 -10.702 -6.676  0.00
O 11.715 -11.617 -4.200  0.05
N 14.025 -10.315 -13.915  0.00
N 9.794 -9.656 -4.375  0.61
N 7.530 -9.779 -6.656  0.00
N 9.017 -13.936 -14.551  0.00
N 2.033 -18.125 -5.352  0.00
N 13.621 -8.264 -12.916  0.00
N 10.226 -7.966 -6.957  0.01
N 11.086 -14.480 -7.857  0.00
N 9.036 -13.756 -16.791  0.00
C 9.650 -13.859 -8.314  0.00
C 14.423 -8.054 -13.949  0.00
C 13.394 -9.716 -12.867  0.00
C 11.507 -13.995 -6.416  0.00
C 14.307 -11.756 -14.166  0.00
C 12.306 -14.118 -8.807  0.00
C 14.697 -9.329 -14.586  0.00
C 13.977 -12.310 -15.557  0.00
C 13.121 -7.262 -11.974  0.00
C 13.820 -12.354 -9.695  0.00
C 10.304 -14.074 -14.865  0.00
C 9.162 -16.180 -7.811  0.00
C 1.477 -17.193 -6.367  0.00
C 9.068 -12.990 -12.277  0.00
C 10.291 -14.066 -16.319  0.00
C 5.951 -17.377 -5.728  0.00
C 8.258 -13.895 -15.685  0.00
C -0.377 -17.661 -4.655  0.00
C 2.088 -19.550 -5.894  0.00
C 10.670 -16.017 -7.932  0.00
C 4.570 -17.981 -5.859  0.00
C 3.476 -17.636 -4.813  0.00
C 12.618 -12.586 -8.814  0.00
C 0.992 -18.133 -4.179  0.00
C 0.034 -16.783 -5.865  0.00
C 8.657 -14.745 -7.566  0.00
C 8.426 -14.002 -13.250  0.00
C 8.735 -13.775 -18.229  0.00
H 4.712 -19.060 -5.921  0.00
H 8.652 -14.790 -18.617  0.00
H 11.468 -12.906 -6.399  0.00
H 11.946 -14.464 -9.776  0.00
H 5.777 -16.329 -5.483  0.00
H 9.639 -13.971 -9.398  0.00
H 13.842 -12.317 -13.355  0.00
H 1.296 -17.326 -3.511  0.00
H 12.894 -12.376 -15.655  0.00
H 9.210 -11.998 -12.705  0.00
H 11.017 -14.264 -17.094  0.00
H 1.305 -17.784 -7.266  0.00
H 12.168 -7.294 -11.445  0.00
H 2.838 -19.649 -6.679  0.00
H 14.497 -11.780 -9.062  0.00
H 12.900 -10.219 -12.049  0.00
H 14.806 -7.051 -14.064  0.00
H 14.469 -11.772 -16.368  0.00
H 8.430 -14.497 -6.530  0.00
H -0.619 -16.846 -6.735  0.00
H 12.393 -14.585 -6.185  0.00
H 3.742 -18.026 -3.831  0.00
H 12.900 -12.442 -7.771  0.00
H 11.007 -14.330 -14.086  0.00
H 9.600 -12.823 -7.978  0.00
H 10.734 -14.395 -5.760  0.00
H 8.503 -15.021 -12.870  0.00
H 2.180 -16.389 -6.582  0.00
H 8.862 -16.820 -6.982  0.00
H 15.351 -11.969 -13.935  0.00
H 11.745 -12.035 -9.165  0.00
H 2.206 -20.124 -4.975  0.00
H 12.974 -14.830 -8.322  0.00
H 0.901 -19.001 -3.525  0.00
H 6.511 -17.467 -6.658  0.00
H 0.113 -15.713 -5.674  0.00
H 4.174 -17.667 -6.825  0.00
H 13.057 -6.313 -12.506  0.00
H -0.784 -18.611 -5.001  0.00
H 14.404 -13.223 -10.001  0.00
H 1.145 -19.729 -6.410  0.00
H 6.547 -17.804 -4.921  0.00
H 7.371 -13.730 -13.254  0.00
H 7.767 -14.522 -8.154  0.00
H 3.554 -16.553 -4.723  0.00
H 13.461 -11.950 -10.642  0.00
H 14.520 -13.255 -15.575  0.00
H 7.178 -13.872 -15.685  0.00
H 10.939 -16.214 -8.970  0.00
H 8.403 -12.902 -11.417  0.00
H 11.353 -16.655 -7.371  0.00
H 9.532 -13.244 -18.751  0.00
H 8.750 -16.624 -8.718  0.00
H 10.026 -13.262 -11.834  0.00
H 15.225 -9.538 -15.505  0.00
H 13.904 -7.202 -11.218  0.00
H -1.015 -17.227 -3.885  0.00
H 7.821 -13.190 -18.329  0.00

Calculated values
strongest force on any atom	11.7	eV/A
HOMO energy (alpha / beta)	-5.32 / -5.32	eV
charge	-2
multiplicity	2

---

# 4
DFT (ωB97M-V/def2-TZVPD) results for C28H59BClNNbO5 as an isolated structure.

Each line ends with the Mulliken charge.
Positions of all 96 atoms, in Å:
Nb -1.151 2.217 -1.117  -1.45
Cl -2.247 3.664 -2.793  -0.49
O -3.119 3.671 3.270  -0.32
O 4.395 -7.712 0.166  -0.50
O -5.738 4.928 1.254  -0.51
O 1.223 3.243 -3.113  -0.55
O 5.372 -1.237 -0.476  -0.35
N -1.732 0.449 -2.051  0.33
C 0.909 1.491 1.305  -0.38
C -5.432 5.916 0.274  -0.52
C 3.515 -2.658 2.186  -0.47
C -6.426 -1.415 1.142  -0.39
C 4.244 -4.040 0.153  -0.64
C -5.113 0.747 -0.123  -0.04
C 4.998 0.071 -0.072  -0.63
C -3.149 2.296 0.093  0.51
C 3.926 -3.853 -1.326  -1.23
C -1.860 0.384 -3.515  -0.34
C -1.200 -0.900 -4.040  -1.33
C 3.078 -3.601 1.069  -0.59
C 1.631 0.505 2.261  -1.51
C -4.377 1.878 -0.776  -0.58
C -0.388 4.047 -0.067  0.12
C -4.622 -0.561 -0.201  0.19
C -0.326 0.950 0.584  0.02
C 2.343 -1.900 2.806  -1.35
C -2.236 3.188 4.273  -0.58
C -1.170 4.913 0.606  -0.59
C 2.037 1.080 -2.073  -0.66
C -6.929 -0.121 1.223  -0.60
C -6.295 0.950 0.593  -0.40
C -5.250 -1.634 0.424  -0.74
C 4.921 -1.551 -1.781  -0.75
C 5.087 -7.770 -1.076  -0.56
C 3.662 -2.410 -1.764  0.70
C 1.657 -0.946 1.812  1.40
B 0.941 2.220 -2.235  0.22
H -2.786 2.900 5.174  0.30
H 2.080 -1.055 0.814  -0.97
H 2.654 -1.376 3.710  0.46
H 0.667 3.994 -2.876  0.26
H -4.908 4.524 1.534  0.31
H 5.198 -8.804 -1.415  0.31
H -3.136 1.657 0.977  0.36
H -1.108 0.853 1.339  0.43
H 3.042 -4.461 -1.535  0.31
H -3.716 -0.734 -0.768  0.24
H -2.004 5.431 0.135  0.20
H 5.412 0.263 0.913  0.28
H -0.177 -0.048 0.164  -0.09
H -7.839 0.053 1.781  0.36
H 0.693 4.207 -0.050  0.42
H -1.462 -1.103 -5.077  0.42
H -6.730 1.938 0.670  0.39
H -1.376 1.209 -4.030  0.20
H 4.037 -3.257 2.933  0.41
H 1.703 0.233 -1.480  -0.02
H -1.028 5.076 1.678  0.13
H -6.364 6.367 -0.059  0.26
H 4.407 -5.103 0.348  0.33
H 2.605 -4.482 1.506  0.46
H 4.743 -0.651 -2.374  0.33
H -2.912 0.313 -3.802  0.36
H 5.161 -3.544 0.461  0.39
H -4.797 -2.611 0.336  0.40
H -1.175 -0.338 -1.737  0.09
H 0.561 2.315 1.929  0.36
H -3.570 4.445 3.619  0.24
H 4.720 -4.256 -1.960  0.41
H 5.729 -2.102 -2.269  0.40
H -4.929 5.459 -0.582  0.23
H 5.361 0.798 -0.798  0.47
H 2.940 1.541 -1.666  0.21
H 1.621 -2.658 3.121  0.38
H 2.291 0.688 -3.068  0.44
H 3.912 0.129 0.031  0.03
H -3.356 3.303 0.461  -0.42
H -0.115 -0.833 -3.952  0.21
H 4.512 -7.216 -1.813  0.19
H -1.486 3.941 4.532  0.29
H -4.793 6.694 0.705  0.24
H 4.918 -8.201 0.806  0.29
H 6.076 -7.313 -0.977  0.27
H 2.318 -3.147 0.434  0.29
H -5.062 2.727 -0.823  0.44
H 4.211 -1.932 1.762  0.16
H -6.918 -2.257 1.609  0.36
H 1.656 1.920 0.635  0.13
H 0.623 -1.274 1.708  0.49
H -4.120 1.638 -1.807  0.23
H 2.957 -1.904 -1.104  -0.75
H 1.241 0.570 3.279  0.50
H 3.205 -2.423 -2.754  0.47
H -1.512 -1.741 -3.418  0.35
H 2.676 0.831 2.321  0.19
H -1.733 2.312 3.870  0.09

Calculated values
strongest force on any atom	2.5	eV/A
HOMO energy	-3.59	eV
charge	-1

---

- Look up the charge of the third one.
  -2

---

- Which value of charge does entry 1 give?
  0